A single C2Br2N2 molecule in a non-equilibrium geometry, computed with wB97M-V/def2-TZVPD.

Each line ends with the Mulliken charge.
CARTESIAN COORDINATES (ANGSTROEM)
N -2.507 -0.258 -0.290  -0.349
C -1.430 0.081 -0.360  0.402
N -0.208 0.513 -0.702  -0.412
C 0.865 0.022 0.063  0.379
Br 2.713 0.664 -0.303  -0.033
Br 0.568 -1.022 1.592  0.012

Computed properties:
* SMILES string: N#CN=C(Br)Br
* gap between HOMO and LUMO (alpha / beta): 9.34 / 9.33 eV
* strongest force on any atom: 0.131 Eh/bohr
* relative energy (zero: lowest compared OMol25 entry of this formula, charge and spin): 0.0 kcal per mole
* calculated total energy: -145136.88963 eV
* lowest unoccupied orbital energy (alpha / beta): -1.40 / -1.40 eV



A molecular structure, C2Br2O2 in a non-equilibrium geometry, computed with wB97M-V/def2-TZVPD.

Each line ends with the Mulliken charge.
CARTESIAN COORDINATES (ANGSTROEM)
C 0.188 -1.110 0.802  0.448
C -0.313 2.498 -1.282  0.184
O -0.816 -0.614 0.421  -0.326
O -1.128 2.506 -2.100  -0.183
Br 0.118 -2.914 1.424  -0.081
Br 1.951 -0.365 0.734  -0.043

Computed properties:
* gap between HOMO and LUMO: 10.67 eV
* strongest force on any atom: 0.069 Eh/bohr
* relative energy (zero: lowest compared OMol25 entry of this formula, charge and spin): 0.7 kcal per mole
* calculated total energy: -146253.22508 eV
* lowest unoccupied orbital energy: -0.21 eV



Number 2 is which compound?
C2Br2O2